1.
{
  "formula": "C6H22NO4",
  "method": "ωB97M-V/def2-TZVPD",
  "elements": ["C", "C", "C", "C", "C", "C", "N", "H", "H", "H", "H", "H", "H", "H", "H", "H", "H", "H", "H", "H", "H", "H", "H", "O", "H", "H", "O", "H", "H", "O", "H", "H", "O"],
  "xyz": [[-2.048, 1.020, 1.798], [-1.290, 1.389, 0.517], [-0.107, 0.523, 0.226], [-0.193, -0.533, -0.700], [1.089, 0.611, 1.087], [2.297, 1.232, 0.324], [-2.382, -0.412, 2.026], [-2.961, 1.606, 1.781], [-1.608, 1.479, 2.687], [-1.000, 2.449, 0.502], [-1.946, 1.352, -0.354], [0.564, -1.250, -1.020], [-1.110, -0.711, -1.255], [0.826, 1.255, 1.925], [1.388, -0.378, 1.452], [2.308, 0.938, -0.712], [2.199, 2.316, 0.291], [3.200, 1.000, 0.871], [-2.069, -0.738, 2.942], [-1.950, -1.048, 1.344], [-3.395, -0.567, 2.074], [-1.007, -3.742, 2.284], [-0.103, -2.681, 1.776], [-1.045, -2.836, 1.936], [1.907, -0.776, -2.669], [1.828, 0.763, -2.764], [1.479, -0.056, -3.161], [-1.670, 2.570, -2.890], [-0.256, 2.005, -3.003], [-1.033, 2.019, -2.419], [3.470, -1.822, -0.642], [2.629, -3.029, -1.141], [2.598, -2.080, -0.969]],
  "forces_ev_per_a": [[-0.1, 2.1, 0.6], [-0.2, -0.4, -1.4], [0.6, -0.6, 0.9], [-0.5, -0.3, -1.5], [-0.4, 0.5, 0.1], [-0.5, 0.7, 0.1], [-0.2, 0.0, 0.2], [-0.4, -0.3, -0.4], [0.6, -0.7, 0.0], [0.1, -0.2, 0.6], [-0.2, -0.3, 0.1], [0.4, 0.5, 0.8], [-0.3, 0.3, 0.1], [0.3, -0.1, 0.2], [0.0, 0.0, -0.2], [0.4, -0.6, -0.2], [-0.1, 0.0, 0.2], [0.3, -0.2, -0.2], [0.4, -0.1, 0.0], [-0.4, -0.2, 0.3], [0.1, 0.0, -0.5], [-0.5, 0.1, -0.1], [-0.1, 0.0, 0.0], [0.7, -0.1, 0.0], [0.2, 0.1, -0.3], [0.1, -0.5, -0.5], [-0.2, 0.4, 0.9], [0.0, 0.0, 0.0], [-0.4, -0.1, 0.1], [0.5, 0.0, -0.1], [0.0, -0.2, -0.2], [0.2, 0.0, 0.0], [-0.2, 0.2, 0.1]],
  "spin_multiplicity": 2,
  "charge": 2,
  "gap_ev": [10.054, 6.254],
  "e_above_lowest_kj_mol": 60.4,
  "lumo_ev": [-7.66, -11.30],
  "homo_energy_ev": [-17.71, -17.55]
}



2.
{
  "formula": "C6H22O13",
  "method": "ωB97M-V/def2-TZVPD",
  "elements": ["O", "C", "O", "C", "C", "O", "H", "H", "H", "H", "O", "C", "O", "C", "C", "O", "H", "H", "H", "H", "O", "H", "H", "O", "H", "H", "O", "H", "H", "O", "H", "H", "O", "H", "H", "O", "H", "H", "O", "H", "H"],
  "xyz": [[6.274, -0.172, -1.897], [5.234, -0.023, -1.362], [5.040, 0.053, -0.018], [3.648, -0.026, 0.241], [3.053, 0.519, -1.056], [4.046, 0.109, -2.004], [3.279, -1.023, 0.479], [3.393, 0.581, 1.109], [3.021, 1.609, -1.029], [2.080, 0.118, -1.316], [-3.895, -0.969, 1.930], [-3.555, -1.619, 1.004], [-4.279, -2.650, 0.492], [-3.644, -3.093, -0.717], [-2.224, -2.583, -0.557], [-2.419, -1.456, 0.299], [-3.766, -4.168, -0.809], [-4.138, -2.618, -1.570], [-1.785, -2.229, -1.488], [-1.526, -3.301, -0.123], [-0.202, 0.214, 0.571], [0.204, 1.094, 0.558], [-1.162, 0.369, 0.630], [1.350, 2.681, 3.418], [0.951, 2.817, 2.551], [2.024, 2.008, 3.286], [1.524, -1.020, 2.489], [1.454, -1.956, 2.284], [0.882, -0.584, 1.904], [-2.634, 1.631, 1.118], [-3.506, 1.785, 1.495], [-2.215, 2.497, 1.103], [-0.958, -0.729, -1.996], [-0.625, -0.582, -1.091], [-0.319, -0.301, -2.576], [1.119, 2.857, 0.453], [0.482, 3.149, -0.212], [1.973, 3.138, 0.107], [-2.587, 1.649, -2.649], [-3.488, 1.335, -2.761], [-2.104, 0.889, -2.291]],
  "forces_ev_per_a": [[0.4, 0.0, -0.2], [-0.4, 0.1, 0.3], [0.2, -0.4, -0.2], [-1.0, 0.6, 0.3], [0.5, -0.2, 0.4], [-0.3, 0.1, -0.2], [0.5, -0.2, -0.2], [0.2, 0.1, -0.1], [0.0, 0.0, -0.2], [0.0, -0.1, -0.1], [-0.1, 0.4, 0.3], [-0.5, -0.6, -0.3], [0.3, 0.1, -0.1], [-0.2, 0.0, 0.0], [-0.1, -0.5, -0.7], [0.3, 0.0, 0.2], [0.2, 0.0, 0.1], [0.0, 0.0, 0.1], [-0.4, -0.4, 0.3], [-0.2, 0.0, 0.4], [0.1, 0.1, -0.3], [0.1, 0.0, 0.0], [0.0, 0.0, 0.4], [0.0, 0.1, 0.0], [0.2, 0.0, 0.0], [-0.1, -0.1, 0.0], [0.1, 0.1, -0.1], [0.0, 0.0, 0.1], [-0.2, -0.2, 0.1], [0.2, 0.2, -0.2], [0.0, -0.3, 0.1], [-0.1, 0.1, 0.0], [0.5, 0.8, -0.5], [0.1, 0.2, 0.0], [0.1, 0.0, -0.1], [-0.3, -0.1, -0.3], [0.0, 0.1, 0.0], [0.0, 0.0, 0.1], [0.1, 0.1, 0.0], [0.0, 0.0, 0.0], [-0.2, -0.1, 0.0]],
  "gap_ev": 10.864,
  "smiles": "O=C1OCCO1.O=C1OCCO1.O.O.O.O.O.O.O",
  "lumo_ev": -0.41,
  "homo_energy_ev": -11.28
}



3.
{
  "formula": "C6H22O5",
  "method": "ωB97M-V/def2-TZVPD",
  "elements": ["C", "C", "O", "H", "H", "H", "H", "H", "H", "C", "C", "O", "H", "H", "H", "H", "H", "H", "C", "C", "O", "H", "H", "H", "H", "H", "H", "O", "H", "H", "O", "H", "H"],
  "xyz": [[1.355, -1.951, 2.206], [1.884, -3.150, 1.441], [2.471, -2.781, 0.204], [0.899, -2.231, 3.159], [0.585, -1.452, 1.607], [2.125, -1.200, 2.390], [1.059, -3.854, 1.271], [2.652, -3.678, 2.007], [1.761, -2.423, -0.356], [-1.663, 1.248, 0.210], [-3.127, 1.365, 0.560], [-3.801, 0.161, 0.171], [-1.468, 1.138, -0.860], [-1.185, 0.403, 0.707], [-1.123, 2.146, 0.521], [-3.579, 2.257, 0.120], [-3.190, 1.471, 1.652], [-4.674, 0.127, 0.570], [1.564, 3.120, -0.545], [1.812, 1.636, -0.741], [1.703, 1.259, -2.117], [1.792, 3.433, 0.474], [0.538, 3.378, -0.803], [2.232, 3.682, -1.203], [1.080, 1.014, -0.226], [2.798, 1.376, -0.344], [2.564, 1.349, -2.534], [-2.265, -1.362, -1.635], [-2.745, -1.807, -2.338], [-2.937, -0.967, -1.054], [0.538, -1.522, -1.403], [-0.434, -1.550, -1.428], [0.779, -0.632, -1.683]],
  "forces_ev_per_a": [[-0.2, 0.4, -0.1], [0.0, 0.0, -0.2], [-0.1, -0.1, 0.3], [0.1, -0.1, 0.0], [0.0, -0.1, 0.0], [0.1, -0.2, 0.0], [0.0, 0.0, 0.1], [0.0, 0.0, 0.0], [0.1, 0.1, -0.1], [0.5, 0.1, -0.3], [0.3, -0.2, 0.7], [0.1, 0.2, -0.2], [-0.3, 0.0, 0.0], [-0.2, -0.1, 0.1], [-0.2, 0.0, 0.1], [-0.1, -0.1, -0.2], [-0.1, 0.0, -0.1], [0.0, 0.1, 0.0], [0.1, 0.0, -0.2], [0.1, 0.0, 0.0], [0.0, -0.1, 0.1], [-0.2, -0.1, 0.1], [0.0, 0.1, 0.0], [-0.1, 0.0, 0.0], [0.0, 0.2, 0.2], [0.0, -0.1, -0.1], [0.0, 0.0, -0.1], [-0.2, -0.1, 0.0], [0.0, 0.0, 0.0], [0.1, 0.0, 0.0], [-0.1, -0.1, 0.1], [0.0, 0.0, 0.0], [0.1, 0.1, -0.2]],
  "gap_ev": 9.779,
  "smiles": "CCO.CCO.CCO.O.O",
  "e_above_lowest_kj_mol": 47.9,
  "lumo_ev": 0.49,
  "homo_energy_ev": -9.29
}



4.
{
  "formula": "C6H22O5",
  "method": "ωB97M-V/def2-TZVPD",
  "elements": ["C", "C", "O", "H", "H", "H", "H", "H", "H", "C", "C", "O", "H", "H", "H", "H", "H", "H", "C", "C", "O", "H", "H", "H", "H", "H", "H", "O", "H", "H", "O", "H", "H"],
  "xyz": [[12.681, 4.988, 5.914], [12.155, 5.569, 4.613], [10.766, 5.913, 4.555], [13.715, 4.829, 5.736], [12.258, 3.990, 6.118], [12.659, 5.661, 6.764], [12.291, 4.906, 3.812], [12.783, 6.439, 4.463], [10.425, 6.172, 5.483], [5.319, 7.370, 5.399], [6.042, 6.030, 5.579], [7.335, 6.145, 5.015], [5.792, 8.097, 6.053], [4.234, 7.366, 5.589], [5.392, 7.703, 4.376], [5.473, 5.175, 5.161], [6.190, 5.868, 6.661], [7.522, 5.383, 4.438], [7.465, 10.112, 5.616], [7.792, 9.707, 4.188], [8.658, 8.560, 4.222], [7.204, 9.157, 6.213], [6.579, 10.823, 5.511], [8.201, 10.721, 6.016], [8.371, 10.506, 3.737], [6.926, 9.380, 3.577], [8.140, 7.810, 3.912], [8.827, 4.625, 3.315], [9.006, 3.709, 3.569], [9.458, 5.144, 3.869], [9.882, 7.739, 6.471], [10.496, 8.385, 6.901], [9.391, 8.180, 5.759]],
  "forces_ev_per_a": [[-0.8, -0.8, -0.4], [-0.5, 1.0, 1.3], [-0.3, 0.2, 2.4], [1.2, -0.3, -0.2], [-0.1, 0.5, 0.3], [-0.5, 0.1, 0.1], [0.4, -1.0, -1.1], [-0.1, 0.6, -0.5], [0.9, 0.1, -1.8], [-0.4, -0.4, 0.1], [-0.4, 0.2, 0.5], [-0.1, -0.2, -0.4], [-0.3, 0.0, -0.1], [0.4, -0.3, 0.3], [0.3, 0.1, -0.4], [0.3, 0.4, 0.1], [-0.3, -0.2, -0.3], [0.2, 0.2, 0.0], [-3.5, -1.1, -1.0], [0.4, -1.1, 0.3], [0.2, 0.4, -0.4], [0.6, 2.1, -0.7], [0.7, -1.1, 0.6], [1.8, 0.6, 1.1], [-0.3, 0.2, -0.5], [0.2, 0.9, 0.4], [0.1, -0.4, 0.3], [-0.2, -0.4, 0.3], [-0.1, 0.3, -0.2], [0.3, -0.2, -0.5], [1.1, 0.3, 1.4], [-1.0, -0.8, -0.8], [0.0, 0.2, -0.4]],
  "gap_ev": 10.853,
  "smiles": "CCO.CCO.CCO.O.O",
  "e_above_lowest_kj_mol": 118.5,
  "lumo_ev": 0.83,
  "homo_energy_ev": -10.02
}



5.
{
  "formula": "C6H22O7",
  "method": "ωB97M-V/def2-TZVPD",
  "elements": ["O", "C", "O", "C", "C", "C", "C", "C", "H", "H", "H", "H", "H", "H", "H", "H", "H", "H", "H", "H", "H", "H", "O", "H", "H", "O", "H", "H", "O", "H", "H", "O", "H", "H", "O"],
  "xyz": [[-2.209, 1.853, -0.115], [-1.071, 1.484, 0.221], [-0.184, 1.582, -0.706], [-0.784, 0.936, 1.604], [0.710, 0.463, 1.654], [0.867, -1.045, 1.384], [2.370, -1.425, 1.500], [0.371, -1.444, -0.012], [-0.571, 1.788, -1.589], [-1.403, 0.037, 1.664], [-0.998, 1.610, 2.423], [0.978, 0.693, 2.686], [1.399, 0.992, 1.023], [0.322, -1.624, 2.125], [3.043, -0.579, 1.596], [2.513, -2.166, 2.279], [2.706, -1.875, 0.567], [-0.720, -1.539, -0.086], [0.832, -2.360, -0.370], [0.666, -0.704, -0.756], [3.199, 0.063, -3.522], [3.744, -1.339, -3.490], [4.024, -0.421, -3.430], [-4.703, -0.407, 0.620], [-3.287, 0.222, 0.779], [-3.814, -0.560, 0.955], [-2.390, 0.624, -3.453], [-2.758, 2.094, -3.096], [-2.033, 1.466, -3.169], [-3.394, -2.548, 0.606], [-2.140, -3.282, 0.455], [-3.088, -3.457, 0.447], [2.529, 3.109, -0.857], [2.390, 4.284, 0.113], [2.885, 3.475, -0.049]],
  "forces_ev_per_a": [[-0.5, -0.2, 0.9], [-0.2, 0.7, -0.8], [0.8, -0.3, 0.3], [1.0, -0.7, -1.0], [-0.5, -0.9, 0.8], [0.6, 0.0, -0.6], [-0.1, -0.1, -0.6], [-0.3, 0.4, -0.2], [-0.3, -0.1, -0.2], [-0.3, 0.1, 0.3], [-0.4, 0.4, -0.2], [0.3, 0.0, 0.0], [0.1, 0.6, -0.4], [-0.2, 0.1, 0.2], [0.0, 0.2, 0.6], [0.2, 0.2, 0.2], [-0.1, -0.2, 0.0], [0.0, -0.1, 0.1], [-0.2, -0.3, 0.3], [0.2, 0.1, 0.0], [0.0, 0.2, -0.1], [0.2, -0.1, 0.0], [-0.2, -0.1, 0.1], [0.0, 0.2, 0.0], [-0.5, 0.1, -0.2], [0.3, -0.3, 0.1], [-0.2, -0.2, -0.1], [-0.2, -0.1, -0.3], [0.7, 0.5, 0.8], [-0.4, -0.3, 0.0], [0.1, -0.6, -0.1], [0.3, 0.9, 0.1], [0.0, 0.0, -0.4], [0.1, 0.1, -0.1], [-0.1, -0.1, 0.4]],
  "spin_multiplicity": 2,
  "charge": 1,
  "gap_ev": [9.056, 3.887],
  "e_above_lowest_kj_mol": 78.5,
  "lumo_ev": [-4.64, -9.81],
  "homo_energy_ev": [-13.70, -13.70]
}